No. 1
Computed, not measured: a cluster of 4 separate species, C5H18O4S in total at a distorted geometry, with wB97M-V/def2-TZVPD.

Values from the calculation:
energy above the lowest of the compared OMol25 structures with the same formula, charge and spin	0.000	eV
orbital gap	8.854	eV
total charge	0
F_max	0.0661	hartree/bohr
highest occupied orbital energy	-8.539	eV

Positions of all 28 atoms, in Å:
1 C -1.493922 -0.442573 0.587060
2 O -0.849120 -0.517013 1.912783
3 C -0.737023 0.549561 -0.377962
4 C -0.829042 2.009287 0.086656
5 C 0.618228 2.467924 0.322017
6 S 1.667694 2.403418 -1.189750
7 C 2.982977 1.146049 -0.808704
8 H -2.477520 -0.101424 0.819526
9 H -1.480739 -1.507284 0.359042
10 H -0.198202 0.195397 1.959588
11 H 0.198615 0.025276 -0.462116
12 H -1.231929 0.425517 -1.331179
13 H -1.496025 2.115079 0.943531
14 H -1.130032 2.671263 -0.743959
15 H 1.071296 1.848902 1.112619
16 H 0.594031 3.545764 0.622947
17 H 3.558180 1.551740 0.052092
18 H 2.537912 0.238199 -0.432766
19 H 3.410118 0.874173 -1.767744
20 H -3.707009 0.049237 -1.526823
21 H -3.517257 -1.452012 -1.777485
22 O -3.255225 -0.729658 -1.208903
23 H 2.111469 -2.596693 -0.009545
24 H 1.265367 -3.391375 -0.998020
25 O 2.158237 -3.055295 -0.872573
26 H -0.451995 -2.305904 2.057041
27 H 0.258007 -3.308607 0.972693
28 O 0.422912 -2.708949 1.699924

Cartesian forces (eV/Å) of the 6 atoms listed first:
C 1.3 0.7 1.5
O -0.1 1.3 -0.3
C -2.5 -2.2 0.8
C 1.8 -0.4 -1.3
C 0.0 1.0 0.9
S 0.1 -0.4 0.2

No. 2
Computed, not measured: the ion C13H17N2 with charge +1 at a distorted geometry, with wB97M-V/def2-TZVPD.

Values from the calculation:
energy above the lowest of the compared OMol25 structures with the same formula, charge and spin	3.065	eV
orbital gap	9.345	eV
total charge	+1
F_max	0.1122	hartree/bohr
highest occupied orbital energy	-12.668	eV

Positions of all 32 atoms, in Å:
1 C 2.830772 -0.838124 2.749790
2 C 1.664664 -0.356717 3.340231
3 C 2.869969 -1.185990 1.427744
4 C 0.506501 -0.279005 2.593353
5 C 1.731091 -1.056549 0.718142
6 C -1.855938 0.035561 -1.446065
7 C -2.695831 -0.525499 -0.549169
8 C 0.507249 -0.660862 1.232630
9 C -0.712105 -0.597411 0.394843
10 C 0.015759 2.279306 -1.362003
11 C 0.633344 0.486765 -3.016541
12 C -2.537978 -1.613254 1.674590
13 C 0.401914 0.829131 -1.538112
14 N -0.605143 0.021452 -0.904975
15 N -1.984832 -0.839017 0.607357
16 H 3.760639 -0.970437 3.337691
17 H 1.614110 -0.458308 4.446730
18 H 3.716505 -1.478843 0.813328
19 H -0.253147 0.355256 3.009498
20 H 1.788478 -1.538706 -0.277114
21 H -1.981874 0.348366 -2.530408
22 H -3.719232 -0.689938 -0.462615
23 H -0.722817 2.499852 -2.118735
24 H 0.834399 2.849316 -1.829791
25 H -0.571802 2.562085 -0.498562
26 H 1.407443 0.902068 -3.454704
27 H -0.262977 0.601877 -3.568061
28 H 0.772598 -0.559383 -2.973178
29 H -3.539155 -1.599721 1.470840
30 H -2.207709 -2.592825 1.667098
31 H -2.406042 -1.185387 2.565052
32 H 1.342939 0.773817 -1.061326

Cartesian forces (eV/Å) of the 6 atoms listed first:
C 1.6 -0.1 1.3
C 0.5 -2.1 0.9
C 0.7 0.7 -0.4
C 0.1 1.0 -0.9
C -1.6 -1.8 -2.6
C -0.5 -0.3 -1.5

No. 3
Computed, not measured: the molecule C4H8O2, with wB97M-V/def2-TZVPD.

Values from the calculation:
energy above the lowest of the compared OMol25 structures with the same formula, charge and spin	1.762	eV
orbital gap	10.432	eV
total charge	0
F_max	0.0106	hartree/bohr
highest occupied orbital energy	-9.619	eV

Positions of all 14 atoms, in Å:
1 C 1.986698 -0.048454 -0.193547
2 O 0.763070 -0.747866 -0.239161
3 C -0.449207 -0.024736 -0.335065
4 C -1.563298 -0.973859 0.072360
5 C -0.519884 1.255838 0.494687
6 O -1.566961 1.732930 0.862915
7 H 2.743821 -0.665774 -0.686837
8 H 1.960955 0.924122 -0.699977
9 H 2.301334 0.109581 0.845181
10 H -0.596910 0.296053 -1.384066
11 H -1.606364 -1.821260 -0.614381
12 H -1.363307 -1.350815 1.080083
13 H -2.526018 -0.458203 0.083297
14 H 0.436066 1.772444 0.714510

Cartesian forces (eV/Å) of the 6 atoms listed first:
C 0.3 0.1 0.0
O 0.0 -0.1 0.1
C -0.2 0.1 0.0
C -0.1 -0.1 0.0
C -0.3 0.1 0.1
O 0.5 -0.2 -0.2

No. 4
Computed, not measured: a structure of composition C2H3N2OPS at a distorted geometry, with wB97M-V/def2-TZVPD.

Values from the calculation:
energy above the lowest of the compared OMol25 structures with the same formula, charge and spin	0.407	eV
orbital gap	9.915	eV
total charge	0
F_max	0.0623	hartree/bohr
highest occupied orbital energy	-9.473	eV

Positions of all 10 atoms, in Å:
1 C 0.589069 -1.452384 1.208829
2 C 0.629929 0.340776 0.016845
3 N 0.219471 -0.918730 0.118508
4 N 1.400528 0.815634 0.940524
5 O 0.257427 1.131789 -1.119776
6 P -1.241337 0.591403 -1.908573
7 S 1.718108 -0.390178 2.014262
8 H 0.261824 -2.388086 1.491118
9 H -1.963151 1.903237 -2.120424
10 H -1.871867 0.366539 -0.641312

Cartesian forces (eV/Å) of the 6 atoms listed first:
C 2.1 1.7 0.6
C -0.1 2.3 -2.2
N -2.2 -0.6 -1.6
N 0.7 0.4 -0.1
O -0.4 -1.7 1.6
P 0.4 1.1 1.1

No. 5
Computed, not measured: a structure of composition C23H29N7PtS2 at a distorted geometry, with wB97M-V/def2-TZVPD.

Values from the calculation:
expectation value of S²	6.0538
orbital gap (alpha / beta)	7.134 / 5.745	eV
total charge	+2
F_max	0.0448	hartree/bohr
highest occupied orbital energy (alpha / beta)	-12.329 / -13.826	eV
2S+1	5

Positions of all 62 atoms, in Å:
1 Pt 10.815325 9.302874 12.145273
2 N 14.040668 9.843877 10.440328
3 C 13.027190 10.664235 10.443469
4 N 12.004269 10.659045 11.281855
5 C 11.050361 11.730628 11.062361
6 C 11.476357 13.186162 11.231275
7 S 12.911798 11.986924 9.246088
8 C 8.611119 11.507290 11.360820
9 C 8.245955 12.827741 10.964460
10 S 6.551852 12.963205 10.886927
11 C 6.445564 11.294729 11.439241
12 N 7.592046 10.687833 11.667658
13 N 5.282994 10.707681 11.665487
14 H 14.187250 9.076978 11.056397
15 H 14.689993 9.811624 9.674127
16 H 12.492992 13.174009 11.673314
17 H 8.823131 13.677264 10.654137
18 H 4.413808 11.202275 11.763694
19 H 5.395419 9.751138 12.012314
20 N 10.223510 6.365659 17.507452
21 C 10.379778 7.011502 16.359513
22 C 11.046854 8.222301 16.186949
23 C 11.114659 8.794137 14.944219
24 N 10.580543 8.228617 13.868385
25 C 9.988373 7.031522 13.960367
26 C 9.867708 6.395395 15.169098
27 H 10.598953 6.737168 18.364835
28 H 9.877671 5.422239 17.524906
29 H 11.495792 8.720797 17.016179
30 H 11.563386 9.763836 14.787786
31 H 9.674458 6.609300 13.034696
32 H 9.403065 5.428825 15.218823
33 C 8.792929 11.296223 7.930916
34 C 10.110444 11.999038 7.668392
35 C 10.098057 12.560105 6.240966
36 C 10.440395 13.004719 8.793851
37 C 10.084372 14.313114 8.690012
38 C 10.161785 15.371471 9.582002
39 C 10.366862 15.360213 11.020852
40 C 10.781473 14.360569 11.807413
41 C 10.714784 14.502280 13.314808
42 C 9.251027 14.213007 13.752551
43 C 11.764903 13.696286 14.084306
44 C 11.334075 12.588582 9.856717
45 N 9.857802 11.072513 11.507920
46 H 8.449190 10.735407 7.009290
47 H 8.021872 12.044527 8.131282
48 H 8.815283 10.596180 8.757398
49 H 10.859227 11.200061 7.684345
50 H 9.314571 13.269251 6.046120
51 H 10.026610 11.687712 5.551931
52 H 11.024490 13.085641 5.994715
53 H 9.445615 14.565702 7.814022
54 H 9.873835 16.354575 9.219869
55 H 10.114054 16.339924 11.430358
56 H 10.913677 15.565120 13.511734
57 H 8.978856 13.121921 13.602896
58 H 8.521266 14.733342 13.140914
59 H 9.062250 14.477425 14.784282
60 H 11.720677 12.622370 13.889855
61 H 11.645405 13.842505 15.152207
62 H 12.771056 14.009346 13.822786

Cartesian forces (eV/Å) of the 6 atoms listed first:
Pt -0.5 -0.9 0.5
N 0.8 -0.5 -0.6
C -1.0 1.6 -0.7
N 0.9 0.5 -0.5
C -0.9 0.0 1.0
C 0.6 -0.5 1.0

No. 6
Computed, not measured: a cluster of 5 separate species, C30H67N2O7P2S2 in total at a distorted geometry, with wB97M-V/def2-TZVPD.

Values from the calculation:
orbital gap	7.439	eV
total charge	-1
F_max	0.0208	hartree/bohr
highest occupied orbital energy	-5.154	eV

Positions of all 110 atoms, in Å:
1 C -4.148823 -1.989582 4.913177
2 C -5.432352 -1.491190 4.262895
3 S -5.858826 -2.229158 2.665564
4 C -4.335513 -2.124550 1.723578
5 N -4.050610 -0.792707 1.141611
6 C -2.926092 -0.827422 0.178172
7 N -2.166412 0.432277 0.188772
8 C -2.005118 1.170046 1.122214
9 S -1.819567 2.157782 2.337394
10 C -1.886952 -1.996178 0.587900
11 O -0.998485 -1.615071 1.353860
12 O -2.126311 -3.091462 0.093546
13 P -3.521825 -0.917903 -1.607609
14 O -4.381064 -2.295813 -1.598983
15 O -2.160166 -1.395092 -2.375578
16 P -5.415193 0.101520 0.701789
17 O -6.420823 -0.595847 -0.113656
18 O -5.952201 0.779391 2.046614
19 O -4.819325 1.406946 -0.011974
20 H -3.953385 -1.412638 5.818947
21 H -3.285748 -1.867255 4.263482
22 H -4.230078 -3.039548 5.196793
23 H -5.413909 -0.406556 4.169100
24 H -6.286078 -1.761397 4.885990
25 H -3.507558 -2.388280 2.373754
26 H -4.389455 -2.891411 0.953181
27 H -5.303574 -2.058681 -1.757470
28 H -1.693514 -0.614761 -2.691985
29 H -5.663529 1.698035 2.091957
30 H -4.812304 1.250763 -0.969644
31 C 1.124491 2.164142 4.438832
32 C 0.675470 3.620195 4.509150
33 C 1.625738 4.586861 3.805014
34 C 3.041113 4.634774 4.384325
35 C 3.115316 4.992833 5.867761
36 C 2.560730 6.377340 6.188812
37 H 2.085496 2.015172 4.936521
38 H 0.398503 1.509046 4.920452
39 H 1.221061 1.835463 3.403152
40 H 0.544239 3.914270 5.555539
41 H -0.307663 3.708889 4.043184
42 H 1.190528 5.590724 3.819179
43 H 1.692774 4.304788 2.749781
44 H 3.626907 5.364556 3.814913
45 H 3.530191 3.669641 4.229250
46 H 4.161233 4.946349 6.184447
47 H 2.585971 4.241302 6.459293
48 H 3.097550 7.149095 5.632118
49 H 2.657892 6.603365 7.252063
50 H 1.503150 6.455237 5.932922
51 C 4.948838 -0.609508 -3.926686
52 C 3.426531 -0.546523 -4.003832
53 C 2.838313 0.746340 -3.442317
54 C 3.112464 0.988389 -1.956883
55 C 2.625811 -0.124023 -1.028242
56 C 1.118337 -0.349047 -1.072150
57 H 5.303530 -0.567392 -2.895984
58 H 5.323827 -1.535715 -4.365313
59 H 5.400107 0.224019 -4.471055
60 H 2.998043 -1.406698 -3.483900
61 H 3.120277 -0.641344 -5.050043
62 H 1.758958 0.746451 -3.616532
63 H 3.235247 1.594783 -4.013313
64 H 2.630343 1.927470 -1.666444
65 H 4.185744 1.141436 -1.804510
66 H 2.914260 0.131811 -0.005157
67 H 3.143333 -1.059473 -1.261797
68 H 0.579045 0.562024 -0.803137
69 H 0.805390 -1.123535 -0.372325
70 H 0.792595 -0.658827 -2.068920
71 C -3.685806 -8.097769 4.912898
72 C -2.284041 -7.504322 4.809276
73 C -2.274125 -6.031103 4.404435
74 C -2.878373 -5.742203 3.031238
75 C -2.225865 -6.472441 1.859264
76 C -0.753940 -6.114236 1.693852
77 H -4.207297 -8.061425 3.955694
78 H -3.650266 -9.142215 5.229260
79 H -4.286757 -7.547924 5.641168
80 H -1.693497 -8.088048 4.097512
81 H -1.782204 -7.605790 5.776450
82 H -1.245756 -5.661580 4.435097
83 H -2.823471 -5.452705 5.155652
84 H -2.799107 -4.670145 2.825880
85 H -3.949803 -5.965268 3.047505
86 H -2.761673 -6.188216 0.950894
87 H -2.340136 -7.558289 1.959186
88 H -0.639470 -5.037031 1.558002
89 H -0.330123 -6.607617 0.817186
90 H -0.165505 -6.424111 2.561702
91 C 5.238216 2.725046 -6.904005
92 C 4.220020 3.821046 -6.605261
93 C 2.775618 3.401849 -6.871521
94 C 2.465174 3.035540 -8.323848
95 C 2.762619 4.135996 -9.341440
96 C 1.947267 5.406408 -9.120507
97 H 5.226285 2.435342 -7.956110
98 H 6.249724 3.057826 -6.666480
99 H 5.031345 1.832895 -6.308681
100 H 4.465582 4.716398 -7.183988
101 H 4.306014 4.107309 -5.553749
102 H 2.108119 4.204250 -6.545783
103 H 2.536933 2.540816 -6.239412
104 H 1.407048 2.764749 -8.393630
105 H 3.023237 2.137024 -8.601181
106 H 2.552723 3.748028 -10.341955
107 H 3.828824 4.379331 -9.329182
108 H 0.877171 5.192396 -9.162331
109 H 2.168940 6.153339 -9.884340
110 H 2.159462 5.857910 -8.150305

Cartesian forces (eV/Å) of the 6 atoms listed first:
C -0.1 0.0 0.1
C 0.2 0.0 0.1
S 0.0 -0.2 0.0
C 0.0 0.1 0.2
N -0.3 0.1 -0.3
C 0.3 0.0 -0.4

- The lowest total charge belongs to which entry?
  C30H67N2O7P2S2

- The lowest F_max belongs to which entry?
  C4H8O2